a:
ORCA calculation (ωB97M-V/def2-TZVPD) on an isolated molecule of CH3BrN2O.

LUMO level	0.4	eV
SMILES string	[H]/N=N\OCBr
E_HOMO	-0.3602	Ha
multiplicity	1

CARTESIAN COORDINATES (ANGSTROEM)
H -2.26 -1.47 1.00
N -1.89 -1.66 0.12
N -0.99 -1.02 -0.35
O -0.21 0.19 0.29
C 0.85 0.96 -0.29
Br 2.53 0.03 0.09
H 1.06 1.89 0.42
H 0.92 1.08 -1.28

---

b:
ORCA calculation (ωB97M-V/def2-TZVPD) on a structure of composition CH3BrN2O.

LUMO level	0.5	eV
E_HOMO	-0.3413	Ha
multiplicity	1

CARTESIAN COORDINATES (ANGSTROEM)
C 0.55 -0.07 0.53
N -1.85 0.94 0.29
N -0.72 1.03 -0.32
O -2.74 1.64 -0.10
Br 2.20 0.62 -0.09
H 0.48 -1.12 0.15
H 0.24 0.22 1.57
H -0.10 1.82 -0.71

---

Need the numbers? Relative energies in hartree: a 0.0000; b 0.0055.

---

a:
ORCA calculation (ωB97M-V/def2-TZVPD) on an isolated molecule of C6H6OS.

LUMO level	0.9	eV
SMILES string	C#C[C@H]1O[C@H]2C[C@@H]2S1
E_HOMO	-0.3278	Ha
multiplicity	1

CARTESIAN COORDINATES (ANGSTROEM)
C -0.13 -1.25 3.09
C -0.54 -0.87 2.04
C -0.87 -0.64 0.64
O -0.65 0.73 0.43
C -0.31 0.77 -0.91
C 0.73 1.27 -1.84
C 0.87 -0.11 -1.11
S 0.15 -1.69 -0.60
H 0.27 -1.52 4.06
H -1.91 -0.80 0.42
H -1.18 0.51 -1.52
H 1.54 1.95 -1.47
H 0.37 1.45 -2.83
H 1.65 0.21 -0.40

---

b:
ORCA calculation (ωB97M-V/def2-TZVPD) on an isolated molecule of C6H6OS.

LUMO level	0.2	eV
SMILES string	O=CC1(S)C=CC=C1
E_HOMO	-0.3345	Ha
multiplicity	1

CARTESIAN COORDINATES (ANGSTROEM)
O -0.07 -2.40 0.26
C -0.15 -1.37 0.81
C -0.17 -0.01 0.14
S -1.84 0.77 0.19
C 0.89 0.92 0.77
C 1.89 1.06 -0.11
C 1.56 0.39 -1.36
C 0.35 -0.20 -1.30
H -0.20 -1.33 1.93
H -1.69 1.16 1.48
H 0.81 1.14 1.80
H 2.80 1.56 0.14
H 2.19 0.37 -2.25
H -0.21 -0.79 -2.02

---

Need the numbers? Relative energies in hartree: a 0.1548; b 0.0000.

---

a:
ORCA calculation (ωB97M-V/def2-TZVPD) on a cluster of 5 separate species, C15H35N5O5 in total.

LUMO level	0.0	eV
SMILES string	CNC(C)=O.CNC(C)=O.CNC(C)=O.CNC(C)=O.CNC(C)=O
E_HOMO	-0.3294	Ha
multiplicity	1

CARTESIAN COORDINATES (ANGSTROEM)
C 4.51 5.48 1.36
N 3.97 4.10 1.65
C 3.26 3.35 0.82
C 2.83 2.01 1.17
O 3.02 3.77 -0.33
H 4.10 6.41 1.89
H 4.34 5.77 0.26
H 5.60 5.64 1.49
H 4.03 3.75 2.71
H 1.92 1.85 1.74
H 3.30 1.49 1.87
H 2.79 1.30 0.29
C -2.03 -2.59 5.85
N -2.19 -2.53 4.31
C -2.83 -3.54 3.70
C -2.78 -3.57 2.16
O -3.41 -4.46 4.12
H -2.74 -3.28 6.31
H -1.98 -1.70 6.47
H -1.16 -2.95 6.32
H -1.63 -1.71 4.02
H -3.06 -4.71 1.53
H -1.64 -3.45 1.73
H -3.17 -2.64 1.84
C -1.75 0.06 2.28
N -0.81 -0.50 3.25
C 0.30 -1.21 2.92
C 1.38 -1.48 4.02
O 0.59 -1.42 1.69
H -2.13 0.86 2.88
H -2.43 -0.71 1.80
H -1.46 0.34 1.35
H -0.72 -0.13 4.27
H 1.41 -2.53 3.99
H 1.06 -1.44 5.08
H 2.39 -0.93 3.84
C 0.04 0.63 -1.39
N -0.66 -0.52 -1.08
C -1.60 -1.16 -1.88
C -2.27 -2.40 -1.11
O -1.96 -0.69 -2.82
H 0.84 0.57 -2.28
H 0.53 1.14 -0.43
H -0.49 1.37 -1.81
H -0.24 -0.99 -0.27
H -1.48 -3.28 -1.18
H -3.17 -2.56 -1.71
H -2.56 -2.08 -0.11
C 0.64 2.28 -8.39
N -0.01 1.15 -7.75
C 0.18 0.77 -6.41
C -0.75 -0.22 -5.85
O 1.19 1.13 -5.73
H 0.15 3.06 -7.68
H 0.32 2.27 -9.28
H 1.73 2.10 -8.30
H -0.74 0.79 -8.18
H -1.49 -0.05 -5.12
H 0.09 -0.89 -5.09
H -1.15 -1.06 -6.80

---

b:
ORCA calculation (ωB97M-V/def2-TZVPD) on a cluster of 5 separate species, C15H35N5O5 in total.

LUMO level	0.3	eV
SMILES string	CNC(C)=O.CNC(C)=O.CNC(C)=O.CNC(C)=O.CNC(C)=O
E_HOMO	-0.3147	Ha
multiplicity	1

CARTESIAN COORDINATES (ANGSTROEM)
C -2.59 -0.13 -1.36
N -1.17 -0.05 -1.16
C -0.56 0.59 -0.19
C 0.94 0.62 -0.11
O -1.20 1.06 0.76
H -2.93 -1.16 -1.55
H -3.01 0.59 -1.96
H -2.95 0.01 -0.35
H -0.66 -0.60 -1.82
H 1.18 0.55 0.84
H 1.20 1.65 -0.47
H 1.44 -0.23 -0.64
C -1.12 -2.49 1.37
N -1.43 -3.51 2.50
C -0.72 -4.60 2.63
C -1.26 -5.66 3.47
O 0.39 -4.72 2.04
H -0.53 -1.73 1.89
H -2.03 -2.13 1.13
H -0.70 -2.77 0.51
H -2.40 -3.80 2.72
H -0.61 -6.26 4.05
H -1.76 -6.32 2.78
H -1.84 -5.39 4.31
C -4.10 3.20 -0.33
N -2.66 3.24 -0.01
C -1.87 4.33 -0.19
C -0.34 4.22 -0.20
O -2.34 5.43 -0.58
H -4.16 2.86 -1.35
H -4.56 4.15 -0.14
H -4.54 2.47 0.11
H -2.29 2.36 0.24
H 0.08 5.04 0.23
H -0.15 4.40 -1.31
H 0.00 3.50 0.21
C 2.84 -1.81 2.87
N 3.72 -0.51 2.68
C 3.20 0.56 3.08
C 4.13 1.79 3.20
O 2.00 0.74 3.39
H 3.60 -2.59 3.20
H 2.25 -2.09 2.01
H 2.06 -1.55 3.57
H 4.74 -0.65 2.48
H 4.92 1.71 2.39
H 4.76 1.65 3.98
H 3.62 2.69 3.21
C 2.70 0.06 -4.46
N 1.29 0.19 -4.81
C 0.31 -0.16 -4.04
C -1.12 0.30 -4.58
O 0.43 -0.87 -2.99
H 2.61 -0.46 -3.33
H 3.26 1.07 -4.56
H 3.21 -0.64 -5.33
H 1.12 0.67 -5.69
H -1.16 1.40 -4.68
H -2.01 -0.21 -4.11
H -1.23 -0.02 -5.51

---

Need the numbers? Relative energies in hartree: a 0.1513; b 0.0000.

---

a:
ORCA calculation (ωB97M-V/def2-TZVPD) on an isolated molecule of C4H7IN2S.

LUMO level	-0.4	eV
SMILES string	CC/C=N/C(=S)NI
E_HOMO	-0.3118	Ha
multiplicity	1

CARTESIAN COORDINATES (ANGSTROEM)
C 2.50 0.90 0.14
C 1.25 0.43 -0.54
C 0.05 -0.08 0.24
N -0.74 -0.93 -0.25
C -1.81 -1.50 0.07
S -2.17 -3.00 0.65
N -3.17 -0.59 -0.34
I -3.13 1.30 0.32
H 3.28 0.04 0.44
H 2.55 1.48 1.05
H 3.00 1.52 -0.53
H 1.06 1.38 -1.03
H 1.47 -0.28 -1.30
H -0.25 0.54 1.11
H -3.90 -1.21 -0.04

---

b:
ORCA calculation (ωB97M-V/def2-TZVPD) on a structure of composition C4H7IN2S.

LUMO level	-0.3	eV
E_HOMO	-0.2955	Ha
multiplicity	1

CARTESIAN COORDINATES (ANGSTROEM)
C -0.46 -0.94 -0.50
C 0.37 1.00 0.10
C -0.46 1.32 -1.11
C 1.06 -1.07 1.52
N 0.64 -0.38 0.23
N -1.08 -0.01 -1.27
S -1.10 -2.43 -0.33
I -2.65 -0.50 -2.45
H 1.28 1.65 0.16
H -0.29 1.36 0.96
H -1.13 2.11 -0.94
H 0.21 1.46 -1.93
H 0.23 -1.44 2.00
H 1.86 -1.67 1.29
H 1.52 -0.47 2.26

---

Need the numbers? Relative energies in hartree: a 0.0513; b 0.0000.

---

a:
ORCA calculation (ωB97M-V/def2-TZVPD) on a structure of composition H3S3.

LUMO level	3.5	eV
E_HOMO	-0.1223	Ha
multiplicity	1
total charge	-1

CARTESIAN COORDINATES (ANGSTROEM)
S 1.69 -1.20 0.88
H 1.78 0.10 1.14
S -1.32 1.35 -0.14
S 0.80 -1.03 -0.96
H -2.56 0.91 -0.35
H -0.39 -0.12 -0.58

---

b:
ORCA calculation (ωB97M-V/def2-TZVPD) on a cluster of 2 separate species, H3S3 in total.

LUMO level	3.6	eV
E_HOMO	-0.1064	Ha
multiplicity	1
total charge	-1

CARTESIAN COORDINATES (ANGSTROEM)
S -0.71 -0.12 1.88
H -0.59 1.00 2.48
S 1.24 -1.15 -1.42
S -1.26 0.85 0.12
H 1.17 -0.23 -2.42
H 0.17 -0.34 -0.64

---

c:
ORCA calculation (ωB97M-V/def2-TZVPD) on a cluster of 2 separate species, H3S3 in total.

LUMO level	3.6	eV
E_HOMO	-0.1073	Ha
multiplicity	1
total charge	-1

CARTESIAN COORDINATES (ANGSTROEM)
S -1.22 0.82 1.41
H -1.10 -0.51 1.23
S 1.67 -0.53 -0.99
S -1.09 1.42 -0.59
H 1.27 -1.51 -0.21
H 0.46 0.30 -0.84

---

Need the numbers? Relative energies in hartree: a 0.0054; b 0.0096; c 0.0000.

---

a:
ORCA calculation (ωB97M-V/def2-TZVPD) on a cluster of 2 separate species, C2H3Cl2NS in total.

LUMO level (spin up / spin down)	-1.5 / -1.5	eV
E_HOMO (spin up / spin down)	-0.3325 / -0.3324	Ha
multiplicity	1

CARTESIAN COORDINATES (ANGSTROEM)
C 0.48 -1.50 -0.84
C -0.31 1.08 0.10
N 0.81 0.41 0.20
S 0.29 -2.60 0.24
Cl -1.84 0.21 1.05
Cl -0.09 2.65 0.81
H 0.30 -1.33 -1.87
H -0.73 0.99 -0.83
H 1.09 0.08 1.15

---

b:
ORCA calculation (ωB97M-V/def2-TZVPD) on an isolated molecule of C2H3Cl2NS.

LUMO level	-0.1	eV
SMILES string	NC(=S)C(Cl)Cl
E_HOMO	-0.3310	Ha
multiplicity	1

CARTESIAN COORDINATES (ANGSTROEM)
N 0.49 -0.59 1.12
C -0.35 -0.61 0.11
S -1.42 -1.83 -0.24
C -0.15 0.64 -0.84
Cl -0.35 2.18 0.02
Cl 1.42 0.67 -1.71
H 0.30 -1.21 1.92
H 0.96 0.17 1.26
H -0.90 0.57 -1.62

---

Need the numbers? Relative energies in hartree: a 0.1327; b 0.0000.